1.
C44H37Co2NO5P as an isolated structure. Source: OMol25; level of theory: the ωB97M-V functional and the def2-TZVPD basis.

Positions of all 90 atoms, in Å:
1 C 4.27 -0.72 0.72
2 C 3.84 0.60 0.97
3 C 2.54 0.84 1.36
4 C 1.63 -0.22 1.54
5 C 0.31 0.05 2.05
6 C -0.77 -0.76 1.72
7 N -1.97 -0.29 1.40
8 C -3.02 -1.16 0.90
9 C -4.24 -0.25 0.67
10 C -3.77 1.20 0.89
11 C -2.28 1.14 1.31
12 C 2.03 -1.52 1.16
13 C 3.34 -1.76 0.77
14 H 5.30 -0.92 0.44
15 H 4.54 1.42 0.84
16 H 2.16 1.86 1.51
17 H 0.12 1.00 2.55
18 H -0.63 -1.84 1.67
19 H -2.68 -1.64 -0.04
20 H -3.22 -1.97 1.62
21 H -4.63 -0.39 -0.35
22 H -5.02 -0.51 1.39
23 H -3.88 1.81 -0.01
24 H -4.35 1.67 1.69
25 H -2.09 1.66 2.26
26 H -1.63 1.63 0.56
27 H 1.30 -2.33 1.19
28 H 3.64 -2.78 0.49
29 O 0.02 3.35 3.07
30 C -0.07 3.55 4.21
31 Co -0.09 3.93 5.92
32 C -0.20 5.66 5.82
33 O -0.29 6.82 5.70
34 C -1.68 3.49 6.51
35 O -2.71 3.19 6.94
36 C 1.18 2.56 6.75
37 C 1.44 1.42 5.95
38 C 0.77 0.30 5.56
39 C 1.42 -0.97 5.27
40 C 0.78 -2.20 5.57
41 C 1.36 -3.40 5.18
42 C 2.58 -3.41 4.48
43 C 3.24 -2.21 4.24
44 C 2.69 -1.00 4.66
45 Co 2.56 2.81 5.62
46 C 3.39 2.53 4.11
47 O 4.02 2.53 3.13
48 C 2.58 4.56 5.29
49 O 2.89 5.64 4.98
50 P 4.39 2.63 6.81
51 C 5.82 1.86 5.95
52 C 6.45 0.67 6.35
53 C 7.42 0.09 5.53
54 C 7.79 0.69 4.33
55 C 7.21 1.92 3.96
56 C 6.27 2.51 4.79
57 C 5.09 4.23 7.37
58 C 6.47 4.50 7.38
59 C 6.95 5.74 7.82
60 C 6.05 6.71 8.28
61 C 4.68 6.45 8.28
62 C 4.20 5.21 7.84
63 C 4.27 1.65 8.36
64 C 4.56 2.22 9.62
65 C 4.53 1.41 10.76
66 C 4.20 0.06 10.65
67 C 3.87 -0.50 9.41
68 C 3.89 0.31 8.27
69 H 1.30 2.58 7.85
70 H -0.33 0.29 5.66
71 H -0.18 -2.18 6.09
72 H 0.88 -4.35 5.40
73 H 3.02 -4.36 4.15
74 H 4.18 -2.21 3.69
75 H 3.19 -0.05 4.45
76 H 6.20 0.21 7.30
77 H 7.89 -0.85 5.84
78 H 8.52 0.23 3.67
79 H 7.50 2.41 3.03
80 H 5.90 3.51 4.55
81 H 7.18 3.74 7.05
82 H 8.02 5.94 7.81
83 H 6.42 7.67 8.65
84 H 3.97 7.21 8.63
85 H 3.13 5.00 7.88
86 H 4.81 3.27 9.69
87 H 4.77 1.85 11.73
88 H 4.19 -0.57 11.55
89 H 3.61 -1.55 9.32
90 H 3.62 -0.11 7.29

For the calculated total energy, the calculation gives -5236.2966 hartree. The net charge is +1. The highest occupied orbital energy is -8.819 eV.



2.
C44H38As2F6P2Ti as an isolated structure. Source: OMol25; level of theory: the ωB97M-V functional and the def2-TZVPD basis.

Positions of all 93 atoms, in Å:
1 Ti -0.06 0.35 -0.40
2 C -1.35 -0.69 7.47
3 C -0.07 -0.30 7.07
4 C 0.18 0.03 5.75
5 C -0.87 -0.10 4.82
6 C -2.17 -0.46 5.23
7 C -2.40 -0.77 6.55
8 P -0.56 0.13 3.11
9 C 1.09 0.72 2.87
10 C 2.13 -0.16 2.56
11 C 3.44 0.30 2.58
12 C 3.71 1.64 2.87
13 C 2.67 2.52 3.16
14 C 1.36 2.07 3.16
15 C -0.82 -1.33 2.10
16 C -1.30 -2.50 2.71
17 C -1.71 -3.59 1.94
18 C -1.72 -3.49 0.56
19 C -1.23 -2.34 -0.06
20 C -0.75 -1.27 0.67
21 H -1.54 -0.90 8.52
22 H 0.74 -0.26 7.79
23 H 1.17 0.35 5.45
24 H -2.99 -0.49 4.52
25 H -3.39 -1.07 6.88
26 H 1.93 -1.20 2.38
27 H 4.26 -0.39 2.39
28 H 4.73 1.99 2.88
29 H 2.88 3.55 3.40
30 H 0.55 2.75 3.40
31 H -1.32 -2.57 3.78
32 H -2.06 -4.49 2.43
33 H -2.10 -4.31 -0.05
34 H -1.31 -2.30 -1.13
35 C 2.49 -1.53 -2.16
36 C 1.12 -2.08 -2.53
37 As -0.14 -0.61 -2.80
38 C 0.42 0.22 -4.43
39 C 0.84 -0.62 -5.46
40 C 1.09 -0.07 -6.71
41 C 0.90 1.30 -6.92
42 C 0.48 2.12 -5.89
43 C 0.23 1.58 -4.63
44 C -1.81 -1.32 -3.37
45 C -2.79 -0.40 -3.71
46 C -3.99 -0.86 -4.24
47 C -4.19 -2.22 -4.41
48 C -3.21 -3.13 -4.06
49 C -2.00 -2.68 -3.54
50 As 2.45 -0.32 -0.62
51 C 4.31 -0.20 -0.18
52 C 4.97 -1.40 0.08
53 C 6.32 -1.38 0.33
54 C 7.01 -0.17 0.35
55 C 6.33 1.02 0.11
56 C 4.96 1.02 -0.15
57 C 2.24 1.45 -1.43
58 C 2.62 1.76 -2.74
59 C 2.65 3.08 -3.13
60 C 2.28 4.10 -2.25
61 C 1.92 3.79 -0.94
62 C 1.92 2.47 -0.53
63 H 2.94 -0.99 -2.98
64 H 3.16 -2.33 -1.91
65 H 0.75 -2.69 -1.73
66 H 1.16 -2.68 -3.42
67 H 0.95 -1.68 -5.31
68 H 1.41 -0.71 -7.52
69 H 1.08 1.71 -7.91
70 H 0.33 3.18 -6.06
71 H -0.11 2.21 -3.83
72 H -2.63 0.66 -3.59
73 H -4.76 -0.15 -4.52
74 H -5.13 -2.58 -4.84
75 H -3.37 -4.20 -4.19
76 H -1.23 -3.40 -3.28
77 H 4.44 -2.34 0.08
78 H 6.85 -2.30 0.52
79 H 8.07 -0.15 0.54
80 H 6.86 1.97 0.12
81 H 4.45 1.95 -0.32
82 H 2.92 0.99 -3.44
83 H 2.98 3.33 -4.14
84 H 2.29 5.13 -2.57
85 H 1.66 4.58 -0.24
86 H 1.76 2.25 0.52
87 F -0.61 1.78 0.71
88 P -2.05 2.43 -0.37
89 F -3.14 2.77 -1.38
90 F -2.91 2.28 0.88
91 F -1.55 3.84 -0.05
92 F -0.87 2.23 -1.52
93 F -2.18 0.75 -0.64

For the calculated total energy, the calculation gives -8301.6024 hartree. The spin multiplicity is 2. The net charge is +3. The highest occupied orbital energy (alpha / beta) is -16.194 / -16.248 eV.



3.
C44H38EuN5O4Sb as an isolated structure. Source: OMol25; level of theory: the ωB97M-V functional and the def2-TZVPD basis.

Positions of all 93 atoms, in Å:
1 Eu 1.56 -1.09 1.51
2 C 0.64 -2.41 4.77
3 C 1.46 -1.26 5.45
4 C 2.38 -0.55 4.54
5 C 3.50 -1.17 3.92
6 C 4.36 -0.38 3.18
7 C 3.99 0.94 2.90
8 C 2.88 1.46 3.58
9 N 2.14 0.73 4.38
10 N -0.12 -2.07 3.62
11 C -1.20 -1.21 3.99
12 C -0.96 0.27 3.81
13 C -1.22 1.12 4.83
14 C -1.04 2.46 4.57
15 C -0.73 2.83 3.31
16 C -0.44 1.92 2.35
17 N -0.50 0.62 2.61
18 C -0.64 -3.30 2.98
19 C -1.34 -2.97 1.62
20 C -2.53 -3.61 1.32
21 C -2.98 -3.57 -0.02
22 C -2.35 -2.77 -0.93
23 C -1.14 -2.19 -0.54
24 N -0.65 -2.33 0.69
25 H 1.38 -3.19 4.50
26 H 0.02 -2.74 5.60
27 H 0.83 -0.51 5.86
28 H 1.99 -1.74 6.26
29 H 3.81 -2.19 4.11
30 H 5.25 -0.85 2.81
31 H 4.52 1.69 2.31
32 H 2.70 2.48 3.45
33 H -2.05 -1.38 3.29
34 H -1.52 -1.35 5.01
35 H -1.42 0.70 5.80
36 H -1.14 3.21 5.34
37 H -0.80 3.86 3.01
38 H -0.15 2.25 1.35
39 H 0.16 -4.05 2.85
40 H -1.36 -3.87 3.60
41 H -3.08 -4.17 2.10
42 H -3.88 -4.09 -0.36
43 H -2.63 -2.88 -1.99
44 H -0.54 -1.61 -1.19
45 O 1.20 -5.34 1.29
46 C 1.82 -4.28 1.08
47 O 2.21 -3.38 1.92
48 C 2.14 -3.88 -0.34
49 C 2.30 -4.81 -1.38
50 C 2.48 -4.26 -2.59
51 C 2.55 -2.91 -2.81
52 C 2.28 -2.10 -1.73
53 N 2.06 -2.59 -0.50
54 C 2.42 -0.55 -1.65
55 O 2.51 0.14 -2.70
56 O 2.22 -0.04 -0.48
57 H 2.22 -5.90 -1.19
58 H 2.66 -4.91 -3.44
59 H 2.63 -2.49 -3.80
60 C -1.24 1.33 -7.42
61 C -0.02 1.38 -6.77
62 C 0.06 1.33 -5.39
63 C -1.10 1.31 -4.61
64 C -2.32 1.38 -5.25
65 C -2.40 1.38 -6.63
66 Sb -0.63 1.08 -2.55
67 C -2.52 1.74 -1.72
68 C -3.46 0.77 -1.33
69 C -4.58 1.12 -0.71
70 C -4.88 2.44 -0.46
71 C -3.95 3.37 -0.78
72 C -2.79 3.10 -1.44
73 C 0.41 2.89 -2.73
74 C -0.02 4.04 -3.45
75 C 0.79 5.13 -3.58
76 C 2.05 5.21 -2.99
77 C 2.51 4.06 -2.31
78 C 1.64 2.96 -2.11
79 H -1.33 1.32 -8.48
80 H 0.94 1.42 -7.42
81 H 1.07 1.39 -4.97
82 H -3.19 1.44 -4.66
83 H -3.30 1.50 -7.24
84 H -3.22 -0.30 -1.47
85 H -5.34 0.40 -0.46
86 H -5.83 2.77 0.03
87 H -4.10 4.42 -0.51
88 H -1.98 3.83 -1.59
89 H -0.96 3.97 -3.98
90 H 0.47 5.98 -4.13
91 H 2.71 6.13 -3.20
92 H 3.56 3.85 -1.93
93 H 2.06 2.11 -1.65

For the calculated total energy, the calculation gives -3224.8668 hartree. The spin multiplicity is 8. The highest occupied orbital energy (alpha / beta) is -6.621 / -7.972 eV.



4.
C44H38N2O6PbSe4 as an isolated structure. Source: OMol25; level of theory: the ωB97M-V functional and the def2-TZVPD basis.

Positions of all 95 atoms, in Å:
1 Pb -0.69 2.62 -1.39
2 O 6.84 -1.69 0.62
3 C 5.89 -1.47 -0.35
4 O 6.09 -1.89 -1.47
5 C 4.73 -0.69 0.09
6 C 4.27 -0.76 1.42
7 C 3.21 0.02 1.83
8 C 2.57 0.91 0.95
9 C 3.02 0.96 -0.36
10 C 4.07 0.17 -0.79
11 N 1.12 2.95 0.69
12 C 0.54 4.01 1.45
13 C -0.80 4.30 1.46
14 C -1.34 5.20 2.44
15 C -2.68 5.37 2.56
16 C -3.54 4.70 1.67
17 C -2.96 3.95 0.66
18 N -1.66 3.76 0.53
19 H 6.60 -1.22 1.43
20 H 4.72 -1.45 2.12
21 H 2.86 -0.06 2.85
22 H 2.56 1.63 -1.08
23 H 4.39 0.23 -1.82
24 H 1.18 4.53 2.16
25 H -0.65 5.71 3.10
26 H -3.09 6.02 3.33
27 H -4.61 4.80 1.74
28 H -3.58 3.49 -0.10
29 C -0.26 -4.35 -0.73
30 C 0.62 -3.14 -0.39
31 C 2.04 -3.62 -0.02
32 O 0.73 -2.25 -1.48
33 C 0.29 -0.95 -1.10
34 C 0.37 -1.08 0.44
35 O 0.02 -2.44 0.66
36 C -0.33 -0.18 1.46
37 O -0.84 1.06 1.11
38 C -1.13 -1.00 2.43
39 C -2.51 -0.89 2.51
40 C -3.22 -1.68 3.40
41 C -2.56 -2.58 4.22
42 C -1.18 -2.66 4.17
43 C -0.46 -1.87 3.29
44 C 0.23 1.11 2.02
45 C 1.53 1.83 1.56
46 C 2.30 2.41 2.75
47 C 1.89 2.40 4.02
48 C 0.57 1.95 4.34
49 C -0.22 1.42 3.40
50 C -1.02 -0.57 -1.88
51 O -1.68 0.48 -1.33
52 C -0.61 -0.27 -3.34
53 C 0.63 -0.53 -3.90
54 C 0.88 -0.23 -5.23
55 C -0.11 0.32 -6.03
56 C -1.35 0.57 -5.48
57 C -1.60 0.29 -4.15
58 C -1.99 -1.76 -1.95
59 C -1.96 -2.68 -3.00
60 C -2.93 -3.66 -3.09
61 C -3.93 -3.75 -2.14
62 C -3.95 -2.85 -1.09
63 C -2.99 -1.86 -1.00
64 H 0.08 -4.81 -1.65
65 H -1.29 -4.02 -0.85
66 H -0.21 -5.07 0.08
67 H 2.48 -4.13 -0.87
68 H 2.00 -4.29 0.83
69 H 2.67 -2.76 0.22
70 H 1.05 -0.21 -1.40
71 H 1.45 -1.00 0.65
72 H -3.00 -0.17 1.87
73 H -4.30 -1.59 3.45
74 H -3.12 -3.21 4.90
75 H -0.66 -3.34 4.83
76 H 0.61 -1.93 3.25
77 H 1.91 3.27 0.13
78 H 3.25 2.84 2.48
79 H 2.50 2.81 4.81
80 H 0.19 2.11 5.34
81 H -1.25 1.18 3.60
82 H 1.42 -0.98 -3.32
83 H 1.87 -0.42 -5.64
84 H 0.09 0.55 -7.06
85 H -2.14 1.00 -6.09
86 H -2.56 0.51 -3.71
87 H -1.18 -2.61 -3.74
88 H -2.91 -4.35 -3.92
89 H -4.69 -4.52 -2.23
90 H -4.73 -2.92 -0.34
91 H -3.02 -1.12 -0.22
92 Se 1.95 3.27 -3.10
93 Se 0.87 4.85 -4.41
94 Se -1.17 3.94 -5.00
95 Se -2.51 4.03 -3.08

For the calculated total energy, the calculation gives -12059.0736 hartree. The net charge is -2. The highest occupied orbital energy is -0.876 eV.



5.
C44H39N8PtS4 as an isolated structure. Source: OMol25; level of theory: the ωB97M-V functional and the def2-TZVPD basis.

Positions of all 96 atoms, in Å:
1 Pt 0.58 -0.31 -0.54
2 C 2.84 -2.77 2.06
3 C 1.70 -2.23 1.25
4 N 1.34 -0.98 1.28
5 N 2.00 -0.10 2.05
6 C 1.55 1.10 2.10
7 N 2.08 2.06 2.84
8 S 0.05 1.66 1.17
9 C 0.87 -3.04 0.40
10 C 0.83 -4.44 0.42
11 C -0.06 -5.10 -0.40
12 C -0.92 -4.36 -1.21
13 C -0.81 -2.99 -1.21
14 N 0.07 -2.34 -0.45
15 H 3.32 -1.94 2.57
16 H 3.55 -3.27 1.41
17 H 2.49 -3.48 2.81
18 H 2.96 1.91 3.30
19 H 1.76 3.01 2.58
20 H 1.50 -4.99 1.06
21 H -0.09 -6.18 -0.42
22 H -1.63 -4.85 -1.85
23 H -1.44 -2.38 -1.84
24 N 1.24 1.35 -1.47
25 S 1.44 2.82 -1.68
26 N 0.35 3.93 -1.32
27 S 0.26 4.87 0.01
28 N 1.01 4.60 1.24
29 S -1.20 2.74 3.50
30 N -1.06 1.61 2.36
31 C -0.27 2.00 4.87
32 C -0.15 0.62 4.95
33 C 0.74 0.07 5.84
34 C 1.52 0.89 6.65
35 C 1.38 2.27 6.58
36 C 0.49 2.83 5.68
37 C -2.91 2.38 3.95
38 C -3.65 1.56 3.11
39 C -4.99 1.35 3.39
40 C -5.58 1.97 4.48
41 C -4.83 2.79 5.30
42 C -3.49 3.01 5.04
43 C -1.54 4.97 0.22
44 C -2.02 5.94 1.08
45 C -3.39 6.09 1.22
46 C -4.26 5.27 0.52
47 C -3.76 4.28 -0.32
48 C -2.39 4.13 -0.47
49 C 0.60 6.53 -0.60
50 C 0.03 6.95 -1.79
51 C 0.33 8.21 -2.27
52 C 1.18 9.04 -1.55
53 C 1.73 8.61 -0.35
54 C 1.44 7.34 0.13
55 C 2.99 3.46 -0.99
56 C 3.76 2.65 -0.19
57 C 4.89 3.18 0.42
58 C 5.22 4.51 0.22
59 C 4.44 5.31 -0.60
60 C 3.32 4.79 -1.22
61 C 1.67 3.03 -3.46
62 C 2.57 2.18 -4.07
63 C 2.82 2.33 -5.42
64 C 2.16 3.31 -6.15
65 C 1.23 4.13 -5.53
66 C 0.98 3.99 -4.17
67 H -0.74 0.00 4.29
68 H 0.85 -1.00 5.91
69 H 2.23 0.46 7.34
70 H 1.98 2.91 7.22
71 H 0.39 3.91 5.59
72 H -3.17 1.10 2.27
73 H -5.57 0.70 2.74
74 H -6.63 1.80 4.69
75 H -5.29 3.28 6.15
76 H -2.90 3.65 5.67
77 H -1.32 6.57 1.61
78 H -3.78 6.86 1.87
79 H -5.32 5.40 0.62
80 H -4.43 3.65 -0.88
81 H -1.97 3.38 -1.13
82 H -0.63 6.28 -2.33
83 H -0.10 8.56 -3.20
84 H 1.41 10.03 -1.93
85 H 2.38 9.26 0.22
86 H 1.85 6.96 1.05
87 H 3.48 1.61 -0.07
88 H 5.51 2.55 1.05
89 H 6.10 4.93 0.69
90 H 4.70 6.35 -0.76
91 H 2.70 5.40 -1.86
92 H 3.06 1.41 -3.49
93 H 3.54 1.68 -5.91
94 H 2.37 3.44 -7.20
95 H 0.71 4.88 -6.10
96 H 0.26 4.61 -3.67

For the calculated total energy, the calculation gives -3849.6748 hartree. The net charge is +1. The highest occupied orbital energy (alpha / beta) is -9.219 / -9.147 eV.



> Which value of calculated total energy does entry 4 give?

-12059.0736 hartree